Below is 2 unconnected molecules or ions with the total composition C5H10O, with properties calculated with ωB97M-V/def2-TZVPD.

Geometry as ORCA input:
```
! RIJCOSX wB97M-V def2-TZVPD def2/J DEFGRID3
* xyz 0 1
C -0.99794 0.13770 2.12139
C 0.14071 -0.26573 1.21651
C -0.16890 -0.73906 -0.17532
C 1.35873 0.13515 -3.16642
O 0.12859 0.54002 -2.99703
C 0.49590 0.60557 0.05458
H -1.43743 -0.73282 2.61982
H -1.78906 0.62777 1.54143
H -0.66312 0.84144 2.89084
H 0.97323 -0.76520 1.70803
H -1.22140 -0.76461 -0.45544
H 0.42763 -1.54605 -0.59499
H 1.60098 -0.52202 -2.28068
H -0.29843 0.22745 -2.17036
H 1.54272 0.71159 -0.21785
H -0.09219 1.50881 -0.09451
*
```

Properties
HOMO energy = -8.58 eV
gap between HOMO and LUMO = 9.5 eV
lowest unoccupied orbital energy = 0.92 eV
M = 86.13 g mol⁻¹
strongest force on any atom = 0.3 eV Å⁻¹